(1)
9
Properties=species:S:1:pos:R:3:lowdin_charge:R:1 method="wB97M-V/def2-TZVPD" total_charge=0 mol_weight_g_mol=110.50 orbital_gap_ha=0.3624 relative_energy_kj_mol=343.5
C 1.33596 0.30171 -0.02077 -0.076
N -0.05922 0.31718 -0.34013 0.012
N -0.77774 -0.62722 -0.05395 -0.418
O -0.56061 -1.75772 0.28449 0.080
O -2.18579 -0.37714 -0.16698 -0.503
Cl -2.82301 1.19635 0.09574 0.650
H 1.91155 -0.33336 -0.69258 0.087
H 1.67417 1.33241 -0.10865 0.078
H 1.48470 -0.05222 1.00285 0.090

***

(2)
9
Properties=species:S:1:pos:R:3:lowdin_charge:R:1 method="wB97M-V/def2-TZVPD" total_charge=0 smiles="N=C=O.ONCl" mol_weight_g_mol=110.50 orbital_gap_ha=0.3904 relative_energy_kj_mol=121.2
N -0.44138 -0.21588 -0.75657 0.185
C -0.04497 0.45886 0.18319 -0.478
O 0.10221 1.16745 1.08139 0.136
H -0.53574 -0.20441 -1.81711 0.142
O 0.31261 -0.91705 3.09514 -0.194
N 0.85569 -1.53420 1.86681 -0.357
Cl 2.44959 -0.72598 1.72961 0.537
H -0.17372 -0.04928 2.93004 0.094
H 0.44038 -1.06376 1.08797 -0.064

***

(3)
9
Properties=species:S:1:pos:R:3:lowdin_charge:R:1 method="wB97M-V/def2-TZVPD" total_charge=0 mol_weight_g_mol=110.50 orbital_gap_ha=0.3260 relative_energy_kj_mol=459.3
C -0.88716 -1.30978 0.13777 -0.057
N -0.71934 0.14697 -0.00984 0.014
N 0.42607 0.56060 0.01410 -0.335
O 1.48249 -0.02678 0.24871 -0.015
O 0.52132 2.10104 -0.24819 -0.504
Cl 2.02130 3.06666 -0.57531 0.572
H -1.77398 -1.34289 0.92705 0.121
H -1.29575 -1.52564 -0.87873 0.085
H 0.22505 -1.67019 0.38445 0.118

***

(4)
8
Properties=species:S:1:pos:R:3:lowdin_charge:R:1 method="wB97M-V/def2-TZVPD" total_charge=0 smiles="NNC(=S)Cl" mol_weight_g_mol=110.57 orbital_gap_ha=0.2916 relative_energy_kj_mol=332.3
N 0.46493 0.11129 0.01618 0.069
N -0.83143 -0.36916 0.26656 -0.129
C -1.94259 0.23323 0.26307 -0.989
S -3.74250 -1.01069 -0.06784 0.055
Cl -2.22177 1.87853 0.19046 0.686
H 0.67471 1.12508 0.32898 0.130
H 1.04232 -0.45652 0.62943 0.091
H -1.02501 -1.30861 0.36842 0.088

***

(5)
8
Properties=species:S:1:pos:R:3:lowdin_charge:R:1 method="wB97M-V/def2-TZVPD" total_charge=0 mol_weight_g_mol=110.57 orbital_gap_ha="0.2832 / 0.2652" relative_energy_kj_mol=398.8
C -2.53581 0.01148 0.08679 -1.241
N 0.39591 0.08351 -0.29810 -0.136
N -0.15981 -1.06626 0.07473 -0.029
S -2.06342 1.46561 -0.40477 0.594
Cl -3.99274 -0.70287 0.15305 0.623
H 0.35184 0.43431 -1.25418 0.083
H 0.61264 0.67543 0.47315 0.071
H -0.23704 -0.95278 1.09242 0.034

***

(6)
9
Properties=species:S:1:pos:R:3:lowdin_charge:R:1 method="wB97M-V/def2-TZVPD" total_charge=+1 mol_weight_g_mol=124.58 orbital_gap_ha=0.2910 relative_energy_kj_mol=217.4
C 0.43518 -1.18306 0.24055 -0.439
N -1.40883 1.71612 0.90289 0.211
N -0.26477 -0.33855 0.84615 0.027
N -1.00440 0.60719 0.76869 -0.055
S 1.10287 -0.96242 -1.40652 0.745
Cl -0.45378 -0.25129 -2.34531 0.376
H 0.60828 -2.07847 0.76055 0.078
H -0.77356 2.36842 1.21831 0.071
H 1.75902 0.12206 -0.98530 -0.013

***

no.,DFT total energy (Ha)
1,-759.88059
2,-759.96526
3,-759.83649
4,-1007.65573
5,-1007.63041
6,-1062.08215